6
Properties=species:S:1:pos:R:3:forces:R:3 method="wB97M-V/def2-TZVPD" e_homo_ev=-9.839 charge=0 lumo_ha=-0.0120 molar_mass_g_mol=123.9 largest_force_ev_per_a=4.469
C -0.706 0.307 -0.343 3.46 -1.67 1.49
N 1.021 -0.649 0.322 -3.25 1.68 -2.57
O -0.607 1.383 -0.762 -0.39 0.00 -0.28
Br -2.176 -0.770 0.086 -0.28 -0.03 -0.11
H 0.911 -0.082 1.173 0.94 0.24 -0.54
H 1.558 -0.188 -0.475 -0.47 -0.21 2.00


22
Properties=species:S:1:pos:R:3:forces:R:3 method="wB97M-V/def2-TZVPD" e_homo_ev="-4.012 / -6.585" charge=0 lumo_ha="-0.0070 / -0.0083" molar_mass_g_mol=356.1 spin_multiplicity=2 s_squared=0.752 largest_force_ev_per_a=3.468
Yb 1.011 -0.521 -1.023 0.96 -0.91 -0.55
O 0.129 0.019 0.978 1.31 1.45 0.40
O -2.342 -2.053 0.988 1.04 0.55 0.03
C -2.068 -3.229 0.194 0.03 -0.48 -0.23
C -1.500 -2.655 -1.088 -0.57 -0.40 -0.63
O -1.217 -1.281 -0.716 -0.05 -0.35 1.27
C -1.721 -0.980 0.528 -3.12 -0.34 -1.48
H -1.329 -3.833 0.735 -0.27 0.06 -0.14
H -3.008 -3.770 0.056 0.25 0.08 0.12
H -2.159 -2.569 -1.957 -0.32 -0.23 0.39
H -0.638 -3.225 -1.448 0.37 0.57 0.31
Li -1.936 1.021 1.189 0.84 -0.01 0.09
O -0.400 2.136 1.489 -0.23 0.08 -1.11
O 1.767 1.498 1.296 0.42 0.18 -0.66
C 2.267 2.637 0.594 -0.36 0.53 0.26
C 2.019 2.380 -0.900 -0.20 0.17 -0.16
O 0.879 1.581 -1.003 0.27 1.37 -0.43
C 0.434 1.305 1.072 -0.28 -1.81 2.45
H 1.688 3.514 0.916 0.25 -0.12 0.00
H 3.325 2.765 0.848 -0.30 -0.11 0.01
H 2.916 1.906 -1.341 -0.12 -0.03 -0.01
H 1.880 3.352 -1.408 0.12 -0.25 0.06


52
Properties=species:S:1:pos:R:3:forces:R:3 method="wB97M-V/def2-TZVPD" e_homo_ev=-9.105 charge=0 lumo_ha=0.0131 molar_mass_g_mol=405.9 largest_force_ev_per_a=0.645
C -2.463 2.742 -3.605 0.13 -0.39 0.05
C -2.198 1.294 -3.988 -0.42 0.25 -0.27
O -1.420 0.616 -2.996 0.27 0.06 -0.06
C -2.070 0.079 -1.966 0.17 -0.28 0.17
O -3.265 0.128 -1.824 -0.21 0.07 0.04
C -1.137 -0.640 -0.991 -0.11 0.10 -0.13
C -1.218 0.137 0.349 -0.07 0.04 -0.16
C -0.863 1.588 0.191 -0.02 0.00 0.18
C 0.448 2.027 0.334 -0.06 0.08 -0.02
C 0.781 3.357 0.151 0.02 0.11 -0.04
C -0.212 4.266 -0.175 -0.08 -0.19 0.03
Cl 0.195 5.930 -0.421 0.04 0.17 -0.02
C -1.530 3.857 -0.296 0.10 0.10 0.01
C -1.846 2.524 -0.110 0.07 0.01 0.06
C -1.683 -2.079 -0.811 0.11 -0.08 -0.03
C -0.548 -3.086 -0.593 -0.39 -0.22 0.07
N 0.511 -2.462 0.167 -0.07 -0.06 -0.01
C 0.676 -2.795 1.461 -0.07 0.02 -0.31
O 0.056 -3.706 1.988 0.02 -0.06 0.33
C 1.652 -2.037 2.307 0.31 0.11 0.52
N 1.725 -0.765 2.230 -0.43 -0.34 -0.34
N 2.499 -0.096 3.119 -0.23 0.45 0.11
C 3.458 -0.629 3.936 0.35 -0.37 0.11
O 4.098 0.070 4.684 0.09 0.05 0.12
C 3.665 -2.117 3.739 -0.09 0.02 0.06
C 2.355 -2.814 3.381 0.10 0.09 -0.01
C 1.235 -1.460 -0.584 0.40 0.34 -0.22
C 0.293 -0.703 -1.533 -0.02 -0.07 0.10
H -1.529 3.248 -3.375 0.07 0.09 0.00
H -2.951 3.250 -4.432 -0.06 0.08 -0.10
H -3.110 2.784 -2.734 -0.07 0.05 0.05
H -1.600 1.232 -4.900 -0.08 -0.03 0.11
H -3.143 0.758 -4.122 0.19 0.04 -0.05
H -2.246 0.063 0.708 0.04 -0.08 0.04
H -0.556 -0.332 1.076 -0.06 -0.02 0.02
H 1.218 1.323 0.609 0.10 -0.12 0.02
H 1.801 3.690 0.260 0.09 0.06 0.00
H -2.298 4.577 -0.532 -0.06 0.09 -0.02
H -2.874 2.205 -0.197 -0.11 -0.05 -0.02
H -2.254 -2.373 -1.693 -0.05 -0.03 0.03
H -2.363 -2.100 0.039 -0.06 -0.01 -0.01
H -0.907 -3.951 -0.034 0.08 0.07 -0.18
H -0.136 -3.425 -1.547 0.00 -0.01 0.03
H 2.371 0.909 3.114 0.12 -0.23 0.04
H 4.389 -2.231 2.924 0.00 0.03 0.04
H 4.111 -2.535 4.641 0.02 0.12 -0.06
H 1.692 -2.852 4.252 0.01 -0.07 -0.04
H 2.523 -3.843 3.061 -0.07 0.05 0.06
H 1.713 -0.774 0.110 -0.06 -0.12 -0.24
H 2.017 -1.956 -1.176 -0.03 0.10 0.05
H 0.265 -1.197 -2.505 0.04 0.05 -0.02
H 0.674 0.305 -1.691 0.05 -0.07 -0.09